1.
{
  "formula": "C26H45BrF5N3O6P",
  "method": "ωB97M-V with the def2-TZVPD basis set",
  "symbols": ["C", "C", "C", "C", "C", "C", "N", "C", "Br", "C", "O", "C", "C", "C", "C", "O", "O", "O", "C", "C", "C", "O", "C", "P", "N", "C", "C", "C", "C", "C", "F", "F", "C", "F", "F", "F", "H", "H", "H", "H", "H", "H", "H", "H", "H", "H", "H", "H", "H", "H", "H", "H", "H", "H", "H", "H", "H", "H", "H", "H", "H", "H", "H", "H", "H", "H", "H", "H", "H", "H", "C", "C", "C", "O", "C", "N", "H", "H", "H", "H", "H", "H", "H", "H", "H", "H", "H"],
  "xyz": [[4.746, -0.795, 2.022], [3.944, 0.351, 1.297], [2.491, -0.183, 0.915], [1.732, -0.809, 2.151], [0.179, -0.696, 1.905], [-0.386, -1.923, 1.053], [-1.719, -1.525, 0.541], [-2.880, -1.874, 1.188], [-2.867, -2.954, 2.809], [-4.197, -1.497, 0.702], [-5.361, -1.874, 1.310], [-5.631, -1.165, 2.554], [-6.212, -2.234, 3.562], [-4.286, -0.708, -0.511], [-5.655, -0.273, -1.105], [-6.196, -0.910, -1.939], [-6.177, 0.921, -0.636], [-5.237, 1.553, 0.177], [-5.905, 2.062, 1.359], [-5.779, 3.620, 1.471], [-6.741, 4.074, 2.658], [-6.168, 4.265, 0.264], [-3.048, -0.347, -1.184], [-3.168, 0.671, -2.758], [-2.750, 2.175, -2.470], [-1.791, -0.784, -0.622], [-0.507, -0.401, -1.419], [0.102, -1.598, -2.270], [-0.705, -2.939, -2.198], [0.058, -4.155, -2.865], [1.400, -3.930, -3.004], [-0.542, -4.555, -4.037], [-0.084, -5.399, -1.893], [-1.394, -5.712, -1.678], [0.529, -6.492, -2.394], [0.504, -5.148, -0.674], [4.290, -1.793, 1.822], [4.723, -0.631, 3.127], [5.813, -0.787, 1.692], [3.811, 1.252, 1.952], [4.428, 0.659, 0.340], [1.958, 0.700, 0.477], [2.625, -0.925, 0.077], [1.988, -1.901, 2.163], [2.017, -0.290, 3.093], [-0.130, 0.247, 1.395], [-0.376, -0.723, 2.881], [0.329, -2.196, 0.241], [-0.419, -2.784, 1.755], [-4.656, -0.821, 2.969], [-6.400, -0.368, 2.461], [-5.617, -3.181, 3.474], [-7.280, -2.484, 3.345], [-6.115, -1.909, 4.627], [-5.554, 1.586, 2.302], [-6.991, 1.822, 1.226], [-4.747, 3.948, 1.753], [-6.092, 4.424, 3.506], [-7.369, 4.940, 2.346], [-7.383, 3.240, 3.037], [-5.887, 5.194, 0.273], [-4.486, 0.597, -3.311], [-2.241, 0.169, -3.733], [-3.513, 2.811, -2.714], [0.275, -0.126, -0.663], [-0.646, 0.501, -2.054], [0.238, -1.274, -3.336], [1.146, -1.789, -1.901], [-0.959, -3.278, -1.169], [-1.645, -2.804, -2.792], [8.938, 2.671, -2.695], [8.275, 3.383, -1.520], [8.065, 2.479, -0.292], [6.974, 1.574, -0.409], [7.269, 0.386, -1.124], [7.014, 3.979, -1.977], [8.252, 2.009, -3.225], [9.301, 3.399, -3.422], [9.796, 2.081, -2.362], [8.945, 4.194, -1.215], [7.820, 3.121, 0.559], [8.984, 1.944, -0.023], [8.296, 0.051, -0.961], [7.081, 0.528, -2.191], [6.589, -0.393, -0.773], [6.621, 4.535, -1.220], [6.344, 3.221, -2.092]],
  "mulliken_charge": [-1.15, -0.31, -0.50, -0.78, -0.49, -1.69, 0.80, 0.20, 0.03, 0.78, -0.48, -0.37, -1.30, 0.67, -0.73, -0.45, -0.28, 0.04, -0.84, 0.33, -1.13, -0.55, 0.31, 0.12, -0.72, 0.54, 0.14, -0.90, -0.51, 0.82, -0.30, -0.30, 0.53, -0.24, -0.25, -0.23, 0.28, 0.29, 0.36, 0.36, 0.17, 0.35, 0.23, 0.28, 0.44, 0.43, 0.43, 0.10, 0.79, 0.52, 0.28, 0.28, 0.35, 0.35, 0.29, 0.48, 0.35, 0.30, 0.31, 0.32, 0.34, 0.17, 0.17, 0.26, -1.42, 0.92, 0.50, 0.33, 0.23, 0.35, -1.38, 0.36, -0.78, -0.24, -0.75, -0.73, 0.28, 0.35, 0.35, 0.42, 0.31, 0.41, 0.34, 0.27, 0.23, 0.27, 0.31],
  "e_homo_ev": -10.69,
  "total_charge": 1,
  "homo_lumo_gap_ev": 6.261
}

=====

2.
{
  "formula": "C26H45ClInNPS",
  "method": "ωB97M-V with the def2-TZVPD basis set",
  "symbols": ["In", "P", "Cl", "C", "H", "H", "C", "C", "C", "H", "C", "H", "H", "C", "H", "H", "C", "H", "H", "C", "H", "H", "H", "H", "C", "C", "H", "C", "H", "H", "C", "H", "H", "C", "H", "H", "C", "H", "H", "H", "H", "C", "H", "C", "H", "H", "C", "H", "H", "C", "H", "H", "C", "H", "H", "H", "H", "C", "C", "H", "C", "H", "C", "H", "H", "C", "H", "H", "C", "H", "H", "H", "H", "S", "C", "N"],
  "xyz": [[0.085, -0.046, 2.052], [0.099, 0.573, -0.176], [0.852, 2.235, 2.453], [-1.797, 0.696, 2.268], [-2.629, 0.081, 2.242], [-1.827, 1.730, 2.473], [1.925, 0.812, -0.399], [-0.744, 2.211, -0.412], [2.466, 0.903, -1.834], [2.074, 1.782, 0.105], [3.961, 1.255, -1.813], [2.337, -0.065, -2.339], [1.913, 1.647, -2.420], [4.763, 0.232, -0.999], [4.342, 1.312, -2.839], [4.086, 2.253, -1.368], [4.208, 0.102, 0.423], [4.709, -0.745, -1.500], [5.820, 0.516, -0.969], [2.709, -0.233, 0.409], [4.754, -0.666, 0.983], [4.344, 1.051, 0.962], [2.557, -1.234, -0.021], [2.354, -0.266, 1.453], [-0.585, -0.551, -1.482], [-2.261, 2.062, -0.597], [-0.577, 2.666, 0.579], [-2.939, 3.436, -0.495], [-2.490, 1.626, -1.582], [-2.666, 1.381, 0.159], [-2.342, 4.421, -1.505], [-4.019, 3.330, -0.652], [-2.796, 3.825, 0.523], [-0.825, 4.546, -1.326], [-2.559, 4.070, -2.524], [-2.817, 5.404, -1.402], [-0.127, 3.183, -1.431], [-0.406, 5.234, -2.069], [-0.611, 4.973, -0.335], [-0.228, 2.800, -2.457], [0.945, 3.305, -1.234], [0.104, -1.920, -1.558], [-1.624, -0.713, -1.143], [-0.643, -2.865, -2.511], [1.136, -1.787, -1.914], [0.166, -2.385, -0.570], [-0.774, -2.260, -3.912], [-0.125, -3.830, -2.556], [-1.645, -3.059, -2.102], [-1.423, -0.873, -3.846], [0.225, -2.168, -4.361], [-1.355, -2.923, -4.562], [-0.658, 0.058, -2.894], [-1.468, -0.422, -4.844], [-2.460, -0.971, -3.492], [0.361, 0.209, -3.281], [-1.139, 1.041, -2.879], [0.104, -2.445, 1.930], [-1.225, -2.081, 1.709], [0.822, -2.354, 1.113], [-2.305, -2.442, 2.678], [-1.536, -1.786, 0.702], [-1.742, -2.808, 4.057], [-3.051, -1.655, 2.756], [-2.836, -3.318, 2.258], [-0.633, -3.850, 3.918], [-1.333, -1.897, 4.529], [-2.549, -3.181, 4.701], [0.534, -3.313, 3.069], [-0.265, -4.158, 4.900], [-1.054, -4.745, 3.437], [1.244, -2.770, 3.709], [1.093, -4.156, 2.630], [0.000, -0.015, 4.302], [-0.001, 0.000, 6.010], [0.000, 0.000, 7.113]],
  "mulliken_charge": [1.67, -1.03, -0.41, -1.97, 0.37, 0.65, -0.65, 0.20, -0.75, 1.07, -0.93, 0.20, 0.28, -0.75, 0.40, 0.37, -1.07, 0.32, 0.42, 0.22, 0.44, 0.38, 0.15, -0.20, -0.12, -0.49, 0.85, -0.99, 0.29, 0.10, -0.69, 0.43, 0.34, -0.98, 0.30, 0.38, -0.57, 0.43, 0.38, 0.17, 0.32, -0.08, 0.87, -0.94, 0.26, -0.33, -0.79, 0.42, 0.37, -1.05, 0.33, 0.45, -0.12, 0.41, 0.36, 0.09, 0.06, 0.00, -0.08, 0.35, -0.68, 0.15, -0.16, 0.26, 0.33, -0.88, -0.35, 0.45, -1.00, 0.39, 0.34, 0.22, 0.32, -0.02, 0.24, -0.74],
  "e_homo_ev": [-1.71, -3.43],
  "total_charge": -1,
  "homo_lumo_gap_ev": [4.053, 5.767]
}

=====

3.
{
  "formula": "C26H45N2O6SbSi3W",
  "method": "ωB97M-V with the def2-TZVPD basis set",
  "symbols": ["W", "O", "C", "O", "C", "O", "C", "C", "O", "O", "H", "H", "H", "H", "H", "C", "Sb", "C", "C", "C", "C", "C", "C", "N", "Si", "C", "C", "C", "C", "C", "C", "C", "C", "C", "N", "Si", "C", "C", "C", "Si", "C", "C", "C", "H", "H", "H", "H", "H", "H", "H", "H", "H", "H", "H", "H", "H", "H", "H", "H", "H", "H", "H", "H", "H", "H", "H", "H", "H", "H", "H", "H", "H", "H", "H", "H", "H", "H", "H", "H", "H", "H", "O", "H", "H"],
  "xyz": [[0.441, -0.539, 0.171], [-0.348, -2.116, 3.406], [0.602, -2.177, 2.427], [0.840, -0.894, 1.902], [1.874, -2.946, 2.817], [2.133, -3.796, 1.706], [0.874, -4.311, 1.300], [0.023, -3.023, 1.179], [-1.277, -3.032, 1.263], [0.435, -2.328, 0.005], [-1.158, -2.563, 3.056], [1.665, -3.536, 3.714], [2.735, -2.300, 3.000], [0.450, -4.989, 2.049], [0.996, -4.822, 0.349], [-2.648, 1.900, -0.104], [-1.230, 1.062, 1.359], [-2.261, -0.838, 1.138], [-2.367, -1.220, -0.201], [-3.351, -2.140, -0.646], [-3.351, -2.571, -1.942], [-2.400, -2.053, -2.841], [-1.481, -1.148, -2.382], [-1.408, -0.727, -1.093], [-3.536, -1.115, 2.578], [-5.076, -0.148, 1.973], [-3.913, -2.950, 2.916], [-2.771, -0.148, 4.046], [1.358, 1.571, -0.996], [1.804, 0.631, -2.026], [2.418, 0.900, -3.259], [2.741, -0.139, -4.103], [2.466, -1.458, -3.725], [1.854, -1.676, -2.516], [1.508, -0.665, -1.687], [0.626, 3.147, -1.885], [-0.473, 2.515, -3.322], [2.005, 4.255, -2.626], [-0.368, 4.216, -0.661], [2.769, 2.050, 0.266], [2.641, 3.870, 0.801], [2.644, 1.162, 1.960], [4.465, 1.583, -0.480], [-3.538, 1.276, -0.100], [-2.221, 1.940, -1.106], [-2.925, 2.895, 0.221], [-4.076, -2.489, 0.069], [-4.083, -3.284, -2.283], [-2.416, -2.350, -3.876], [-0.762, -0.688, -3.058], [-5.472, -0.525, 1.036], [-4.856, 0.911, 1.863], [-5.866, -0.239, 2.711], [-4.975, -3.134, 2.780], [-3.665, -3.218, 3.939], [-3.370, -3.619, 2.255], [-2.820, 0.927, 3.835], [-1.723, -0.413, 4.204], [-3.293, -0.319, 4.984], [2.644, 1.918, -3.529], [3.220, 0.060, -5.049], [2.717, -2.289, -4.361], [1.603, -2.673, -2.164], [-0.283, 1.478, -3.584], [-0.280, 3.104, -4.214], [-1.533, 2.619, -3.114], [3.013, 3.858, -2.568], [2.014, 5.214, -2.119], [1.794, 4.467, -3.669], [-0.538, 3.769, 0.319], [-1.332, 4.470, -1.084], [0.145, 5.156, -0.501], [1.721, 4.089, 1.338], [2.724, 4.571, -0.019], [3.458, 4.090, 1.483], [1.693, 1.313, 2.487], [3.401, 1.597, 2.610], [2.867, 0.094, 1.919], [4.852, 2.380, -1.107], [4.432, 0.679, -1.084], [5.196, 1.430, 0.310], [2.940, -1.574, 0.324], [2.742, -2.500, 0.621], [3.901, -1.486, 0.395]],
  "mulliken_charge": [1.34, -0.63, 0.25, -0.03, -0.78, -0.51, -0.97, 0.19, -0.47, -0.10, 0.30, 0.49, 0.20, 0.37, 0.33, -1.17, 0.13, 0.12, 0.70, -1.01, -0.96, -1.06, 0.02, 0.41, 0.67, -1.22, -1.19, -1.33, 2.20, -2.09, -0.52, -0.77, -1.12, -0.41, 1.25, 1.00, -1.26, -1.58, -1.04, 0.48, -1.17, -0.82, -1.16, 0.59, 0.08, 0.46, 0.44, 0.54, 0.55, 0.03, 0.38, 0.31, 0.46, 0.46, 0.42, 0.35, 0.31, 0.39, 0.50, 0.48, 0.55, 0.54, 0.50, 0.18, 0.51, 0.43, 0.40, 0.44, 0.48, -0.01, 0.43, 0.50, 0.30, 0.34, 0.43, 0.25, 0.70, -0.02, 0.38, 0.27, 0.45, -0.40, 0.30, 0.26],
  "e_homo_ev": [-14.04, -14.07],
  "total_charge": 2,
  "homo_lumo_gap_ev": [5.418, 5.427]
}

=====

What did we get for max |F|? Answer: 2.86; 8.32; 5.56 eV/Å, in the order shown.
What did we get for E_tot? Answer: -137353.00512; -66999.49259; -74937.34268 eV, in the order shown.